[1]
Entry from OMol25: C38H71CdF3N2O28S2 as an isolated structure in a non-equilibrium geometry (ωB97M-V/def2-TZVPD).

XYZ file:
```
145
Properties=species:S:1:pos:R:3:forces:R:3
C 26.1140 -1.5552 -24.3579 0.123 -1.115 0.525
C 26.0412 -2.8482 -23.5236 -1.226 -0.420 1.119
C 25.1676 -3.9742 -24.1276 1.298 0.010 -0.761
N 25.1701 -5.3567 -23.4705 -0.280 1.099 0.070
C 24.6971 -5.1482 -22.0089 1.474 -0.228 -1.711
C 26.5498 -6.0714 -23.5388 -1.481 -0.995 -0.064
C 26.1354 -7.5548 -23.4251 -1.172 -0.537 1.148
C 24.6272 -7.6738 -23.9237 0.588 -0.989 0.606
C 24.1629 -6.2826 -24.2503 1.435 0.374 0.165
H 25.1310 -1.0861 -24.3999 0.018 -0.137 -0.460
H 26.5401 -1.8173 -25.3263 -0.095 0.656 -0.129
H 26.7385 -0.8757 -23.7778 0.228 0.051 -0.430
H 25.5415 -2.5360 -22.6066 0.251 -0.122 0.419
H 27.0178 -3.2497 -23.2532 0.147 0.157 -0.163
H 25.6408 -4.1728 -25.0892 -0.640 0.020 -0.436
H 24.1288 -3.6541 -24.2087 0.056 -0.137 -0.214
H 23.8395 -4.4840 -22.1163 -0.489 -0.846 0.511
H 25.4602 -4.5576 -21.5019 0.102 -0.247 -0.008
H 24.6795 -6.1640 -21.6142 -0.892 0.435 0.484
H 27.1634 -5.6765 -22.7291 -0.017 -0.186 -0.164
H 27.0396 -5.9776 -24.5080 -0.303 0.821 -0.021
H 26.0869 -7.8567 -22.3789 0.141 0.255 0.219
H 26.8194 -8.3093 -23.8137 0.014 0.516 -0.646
H 23.9862 -8.1165 -23.1613 0.272 0.318 0.581
H 24.4498 -8.4272 -24.6912 0.458 0.532 -0.652
H 23.1287 -6.1062 -23.9546 0.244 0.438 -0.031
H 24.3520 -6.0625 -25.3010 -0.277 0.236 0.055
Cd 18.2193 -0.0735 -14.1956 -0.015 -0.520 -0.234
N 18.6511 -3.1938 -16.1438 3.508 -2.156 0.549
S 17.9981 -3.9821 -17.3154 -7.267 2.871 -5.214
O 17.0789 -4.9813 -16.8724 1.002 -0.337 -0.236
O 18.6379 -4.0250 -18.6067 0.545 -0.852 1.783
F 16.9864 -2.7355 -17.6116 0.070 -0.382 0.097
S 19.7768 -4.4826 -15.9469 5.214 0.057 5.338
O 20.9269 -4.4235 -16.8221 -2.164 0.075 0.188
O 19.3385 -5.7060 -15.3506 -0.891 0.263 -1.919
F 20.3779 -3.8779 -14.5873 0.023 1.023 -0.361
C 10.7098 0.1431 -16.0499 -2.183 0.236 0.237
O 11.9540 0.0326 -15.5042 3.711 0.162 1.774
C 12.4328 0.4712 -14.3058 1.257 -0.306 -0.935
O 13.6601 0.5190 -14.1365 -2.958 -0.022 0.210
O 11.4414 0.7848 -13.4492 0.809 -0.449 -0.402
C 11.7615 1.1873 -12.1230 0.253 1.130 1.435
H 10.8343 0.1757 -17.1323 -0.113 0.110 0.135
H 10.2020 1.0246 -15.6586 -0.164 0.101 -0.319
H 10.1184 -0.7280 -15.7680 -0.188 -0.050 -0.170
H 12.8139 1.2698 -11.8514 0.183 -0.368 -0.803
H 11.3103 0.5868 -11.3331 -0.253 -0.632 -0.651
H 11.3658 2.1845 -11.9302 -0.179 0.078 -0.487
C 6.6306 -5.6340 -16.1585 1.373 -0.707 -0.870
O 7.2373 -6.9802 -16.4289 0.081 -0.104 0.632
C 8.5198 -7.3412 -16.1666 1.051 -0.975 0.574
O 8.9546 -8.4928 -16.2843 -1.233 3.417 0.264
O 9.2508 -6.2412 -15.7416 -1.568 0.638 0.061
C 10.5525 -6.2846 -15.1906 1.136 -2.765 -0.649
H 6.6794 -5.1689 -17.1430 0.195 0.487 0.308
H 7.2013 -5.1184 -15.3862 -0.086 -0.003 -0.282
H 5.5713 -5.6720 -15.9044 0.240 -0.906 0.200
H 11.0766 -5.3563 -14.9634 -1.029 0.416 -0.429
H 11.1403 -6.8619 -15.9042 0.484 0.324 -0.211
H 10.6464 -6.9343 -14.3204 -0.647 0.180 0.398
C 23.8543 3.3250 -15.0506 0.242 1.329 0.015
O 24.6095 2.1294 -14.9820 0.468 -0.423 0.147
C 23.9991 1.0306 -14.5857 0.264 -1.371 0.707
O 22.8296 0.9511 -14.2715 1.035 -0.178 -0.432
O 24.8545 -0.0556 -14.5010 -2.005 0.557 0.006
C 26.2394 -0.0331 -14.7822 0.812 0.961 -0.354
H 24.6247 4.0915 -15.1354 -0.135 0.008 -0.651
H 23.3369 3.6515 -14.1485 -0.202 -0.916 0.242
H 23.1606 3.3112 -15.8912 0.153 0.014 0.034
H 26.4760 -0.0069 -15.8459 -0.424 0.088 -0.196
H 26.7194 -0.9371 -14.4075 -0.482 0.064 0.351
H 26.6934 0.8554 -14.3435 0.127 -0.133 0.137
C 20.4344 1.0750 -19.6955 -0.107 -0.855 0.873
O 19.3714 1.9898 -19.9587 0.618 -0.217 -0.560
C 18.5848 2.4003 -18.9742 0.296 -0.136 1.801
O 18.6026 2.0393 -17.8039 -0.006 -0.002 -0.944
O 17.8227 3.3246 -19.4884 -0.476 0.908 -1.290
C 16.7834 4.0473 -18.8667 -1.390 0.266 0.370
H 20.1200 0.3890 -18.9089 0.024 -0.026 0.032
H 21.3610 1.5422 -19.3622 -0.227 0.492 -0.058
H 20.6668 0.4711 -20.5726 -0.416 0.421 -0.215
H 17.0777 4.7495 -18.0866 0.439 -0.494 0.185
H 15.9452 3.4208 -18.5616 0.456 -0.472 0.594
H 16.2605 4.6627 -19.5987 0.755 -0.005 -0.580
C 17.6828 3.6916 -25.6588 -0.796 0.455 0.924
O 18.5926 2.5911 -25.7321 -0.428 -1.461 -0.641
C 18.2031 1.3144 -25.4789 1.125 -1.983 1.702
O 18.9324 0.3227 -25.6024 -1.506 2.669 -0.469
O 17.0157 1.2277 -24.8103 -0.049 1.615 -1.045
C 16.4350 -0.0279 -24.5224 1.422 -1.484 0.488
H 17.9422 4.5014 -26.3408 0.490 -0.511 -0.190
H 17.7277 4.0968 -24.6479 0.087 0.025 0.060
H 16.6335 3.4464 -25.8229 0.205 -0.448 -0.210
H 15.6406 0.0678 -23.7823 -0.191 0.464 -0.616
H 17.1834 -0.6557 -24.0388 0.260 0.067 0.242
H 16.2125 -0.6352 -25.3998 -0.598 0.574 -0.222
C 30.8840 -6.0823 -16.8851 0.258 0.169 -0.488
O 29.9991 -6.4852 -15.8630 -1.697 -0.054 -0.190
C 28.7485 -6.9012 -16.2064 -0.854 -1.407 -0.901
O 28.2674 -7.1912 -17.3111 1.685 1.040 2.243
O 28.1027 -7.0474 -15.0428 0.343 0.787 0.663
C 27.0649 -8.0051 -14.8140 0.254 -0.429 -1.336
H 31.1602 -6.9543 -17.4779 0.138 0.204 -0.130
H 31.7459 -5.6384 -16.3870 -0.016 -0.319 0.018
H 30.4544 -5.2980 -17.5085 -0.188 -0.175 -0.134
H 26.1231 -7.7533 -15.3017 0.045 0.364 0.087
H 26.9288 -8.1238 -13.7391 0.237 0.157 -0.214
H 27.4130 -8.9194 -15.2946 -0.216 -0.323 0.352
C 16.7707 -4.1302 -10.0498 0.935 0.415 -0.745
O 17.8093 -3.6334 -9.1370 -0.372 -0.147 -0.551
C 18.5699 -2.6084 -9.5715 0.352 -0.380 2.074
O 18.4477 -1.9874 -10.5805 -0.206 0.596 -1.354
O 19.4823 -2.3784 -8.6019 -0.204 -0.656 0.220
C 20.3774 -1.2605 -8.5180 -0.560 0.580 -0.444
H 16.0987 -3.3208 -10.3353 -0.029 -0.084 0.236
H 16.2337 -5.0008 -9.6733 0.273 0.465 0.826
H 17.2583 -4.4995 -10.9520 0.111 0.200 -0.110
H 21.3746 -1.5868 -8.2227 -0.198 -0.353 -0.317
H 20.0397 -0.5723 -7.7431 -0.275 -0.223 0.119
H 20.3919 -0.6785 -9.4395 0.160 -0.289 -0.171
C 18.0619 -9.0792 -21.1573 -0.557 0.956 -0.397
O 18.6655 -10.3277 -20.9834 -0.419 -1.276 -0.275
C 19.7450 -10.4380 -20.2417 2.864 0.988 0.594
O 20.4366 -9.5377 -19.7621 -1.512 -0.926 -0.633
O 20.1068 -11.7206 -20.2089 0.349 -1.127 0.539
C 21.4180 -12.0984 -19.6366 -0.390 0.834 -0.617
H 17.4148 -9.0524 -22.0340 0.276 -0.797 -0.297
H 18.8337 -8.3377 -21.3638 -0.221 0.334 0.763
H 17.3416 -8.9161 -20.3556 0.614 0.583 0.419
H 22.1791 -11.5911 -20.2294 0.030 0.124 0.200
H 21.5844 -13.1692 -19.7542 -0.682 0.097 -0.165
H 21.5292 -11.8427 -18.5828 -0.334 0.222 -0.148
F 27.3611 -8.1110 -7.4115 0.145 0.834 -0.176
C 27.2900 -6.8300 -7.8444 -0.864 -1.061 -0.669
C 28.3622 -5.9870 -7.6391 0.246 1.083 -0.058
C 28.2428 -4.6682 -8.0940 -0.735 -0.805 -0.365
C 27.0730 -4.2777 -8.7577 -1.377 -0.153 0.582
C 25.9643 -5.1577 -8.9818 1.602 -1.278 0.604
C 26.1138 -6.4970 -8.5678 0.904 1.310 0.210
H 29.2551 -6.3195 -7.1306 -0.076 -0.156 0.070
H 29.0036 -3.9114 -7.9718 0.214 -0.246 0.211
H 26.9355 -3.2181 -8.9152 0.044 0.044 -0.479
H 25.0499 -4.8661 -9.4769 0.127 0.263 -0.047
H 25.4188 -7.2971 -8.7760 -0.237 0.162 0.117
```
Positions in Å, forces in eV/Å.

- charge = +2
- HOMO (eV) = -12.00
- calculated total energy (eV) = -135226.90978
- LUMO energy (eV) = -10.82



[2]
Entry from OMol25: a 2-piece molecular cluster, C4H12 overall in a non-equilibrium geometry (ωB97M-V/def2-TZVPD).

XYZ file:
```
16
Properties=species:S:1:pos:R:3:forces:R:3
C 0.7895 -2.2250 -0.5119 3.858 -1.857 -2.796
C 1.9400 -1.1684 -0.5857 0.204 -1.100 -5.002
H 0.7605 -2.6217 0.4527 -0.665 -0.355 1.684
H -0.1059 -1.8839 -0.9381 -1.344 0.445 -0.132
H 1.1491 -3.1867 -1.1402 -0.910 1.956 0.977
H 2.0002 -0.6678 0.2867 0.443 1.899 2.786
H 1.8328 -0.4370 -1.4613 -0.712 -0.547 1.329
H 2.9492 -1.5156 -0.9568 -0.829 -0.506 1.140
C -1.9398 1.3919 0.1840 -2.372 -0.659 0.755
C -0.7978 2.0545 0.9346 -1.321 -2.468 -1.255
H -2.1993 1.8562 -0.8244 0.488 -1.073 1.180
H -1.8117 0.2803 0.2643 0.644 0.703 -1.269
H -2.8911 1.3125 0.8139 0.701 1.165 -0.680
H 0.0604 1.7807 0.3931 1.611 -0.223 -0.147
H -0.8511 3.0512 1.0627 -0.362 3.713 -0.194
H -0.8445 1.7141 1.9213 0.566 -1.093 1.624
```
Positions in Å, forces in eV/Å.

- charge = -1
- expectation value of S² = 0.7504
- spin multiplicity = 2
- energy above the lowest of the compared OMol25 structures with the same formula, charge and spin (kJ/mol) = 142.41
- HOMO (alpha / beta) (eV) = 1.56 / -7.42
- calculated total energy (eV) = -4339.56052
- LUMO energy (alpha / beta) (eV) = 4.38 / 4.52



[3]
Entry from OMol25: an isolated molecule of C4H5NO (ωB97M-V/def2-TZVPD).

XYZ file:
```
11
Properties=species:S:1:pos:R:3:forces:R:3
C -1.5619 -0.1150 -0.6013 0.001 0.018 -0.073
C -0.3636 -0.0350 0.3103 -0.179 0.123 0.304
O -0.5171 0.1461 1.4900 -0.076 -0.153 -0.242
C 1.0780 -0.1562 -0.2510 -0.100 -0.097 0.083
C 1.9398 0.3911 0.7999 0.236 0.236 0.665
N 2.4024 0.7659 1.7882 0.070 -0.192 -0.978
H -2.3521 0.4638 -0.1134 0.098 -0.136 -0.216
H -1.9044 -1.1535 -0.6758 0.124 0.113 -0.037
H -1.3647 0.2673 -1.6050 -0.012 -0.075 0.079
H 1.1877 0.3028 -1.2430 0.039 0.105 0.433
H 1.3391 -1.2145 -0.3752 -0.200 0.058 -0.017
```
Positions in Å, forces in eV/Å.

- structure (SMILES) = CC(=O)CC#N
- energy above the lowest of the compared OMol25 structures with the same formula, charge and spin (kJ/mol) = 64.82
- HOMO (eV) = -10.43
- calculated total energy (eV) = -7765.85462
- LUMO energy (eV) = 0.58



[4]
Entry from OMol25: an isolated ion of composition C32H56N2O3P and charge +1 in a non-equilibrium geometry (ωB97M-V/def2-TZVPD).

XYZ file:
```
94
Properties=species:S:1:pos:R:3:forces:R:3
C 13.8447 -2.1916 2.2671 -1.013 -0.504 -0.280
C 12.8328 -2.3667 0.9985 0.906 0.315 0.230
C 12.2929 -0.9558 0.4312 -0.177 -0.308 -0.255
C 10.6723 -0.8601 0.3358 0.996 0.403 -0.811
C 10.3012 -0.6293 -1.2306 -0.391 -0.718 0.377
C 8.7517 -1.0014 -1.5562 0.468 1.063 -0.122
C 7.7682 0.2374 -1.1832 -0.487 -0.832 -0.728
C 6.4170 0.1905 -2.0587 0.061 0.722 0.597
C 5.5458 1.5650 -1.9300 -0.370 -1.202 -0.424
C 4.2037 1.3203 -2.8051 -0.421 -0.540 1.400
C 2.9143 1.1872 -1.8079 0.937 0.917 -1.061
C 2.5537 2.7099 -1.3481 -0.915 -1.306 -0.294
C 0.9296 2.7821 -1.2803 0.787 -0.234 0.722
C 0.5042 2.3422 0.2098 -1.184 1.877 -0.078
C -0.6745 3.3703 0.6897 0.843 -0.370 1.095
C -1.1123 2.8449 2.1759 0.038 -0.313 -1.894
C -2.2490 1.6911 1.9214 0.707 0.525 1.873
C -3.6176 2.2680 2.5448 -1.133 -0.443 0.078
C -4.9502 1.7491 1.8362 -3.512 -0.491 -2.430
C -5.7099 2.5645 0.7271 -0.260 -2.832 1.677
C -7.0564 2.0368 0.0775 -1.101 -0.192 -0.470
C -7.8510 2.8519 -1.0053 -0.658 -1.733 0.710
N -9.1070 2.3963 -1.5758 2.272 -2.002 2.782
C -9.7277 1.1292 -1.1920 2.296 -1.252 2.485
C -9.0870 0.1889 -0.1344 0.585 3.244 -1.675
C -9.8259 -1.1634 0.2876 -0.758 1.530 -0.241
C -9.9804 -2.2479 -0.8946 -0.791 -0.894 1.036
C -9.3178 -3.6446 -0.4001 0.609 -0.141 -0.972
C -8.3453 -4.1413 -1.5883 0.229 -0.637 0.957
N -9.1759 -4.7411 -2.6866 -0.181 -0.295 0.589
C -7.7158 0.6599 0.5091 0.870 0.405 0.277
C -6.9401 -0.1668 1.5760 1.553 2.806 -0.533
C -5.6099 0.3621 2.2142 -2.086 0.249 -1.732
C -4.9457 -0.6372 3.3103 -0.561 1.104 -1.130
P -4.0993 -2.0654 2.3751 -0.456 -4.354 -1.407
O -4.9091 -3.3694 2.4269 1.461 3.767 0.040
O -3.9408 -1.6539 0.7087 0.975 0.145 2.929
O -2.5311 -2.3947 2.9483 -1.841 1.191 -1.559
H 14.5991 -3.0670 2.2233 -1.105 1.639 0.399
H 13.2094 -2.2465 3.2242 1.160 -0.012 -1.281
H 14.3492 -1.1668 2.2671 -0.477 -1.569 -0.189
H 13.4486 -2.8686 0.1753 -1.002 0.613 1.053
H 11.9827 -3.0911 1.2816 1.246 1.227 -0.443
H 12.7377 -0.8431 -0.6304 -0.786 -0.020 1.682
H 12.6934 -0.0730 1.0371 -0.480 -1.340 -0.664
H 10.3393 0.0447 0.9753 0.210 -1.650 -1.021
H 10.2186 -1.8476 0.7214 0.533 1.666 -0.584
H 10.5424 0.4558 -1.5237 -0.493 -1.548 0.424
H 11.0104 -1.2907 -1.8662 -1.253 0.929 1.077
H 8.4373 -1.9307 -0.9657 0.487 1.276 -0.821
H 8.6453 -1.2470 -2.6723 0.155 0.398 1.555
H 8.2540 1.2653 -1.3697 -0.477 -1.669 0.495
H 7.4674 0.0878 -0.0894 0.502 0.685 -1.397
H 5.7971 -0.7040 -1.6632 0.759 1.443 -0.862
H 6.6168 0.0513 -3.1883 -0.104 0.039 1.832
H 5.2345 1.7261 -0.8301 0.683 -0.069 -1.684
H 6.1240 2.4799 -2.3289 -0.747 -1.532 0.767
H 4.2741 0.3162 -3.3485 0.151 1.587 0.386
H 4.0323 2.1972 -3.5155 0.095 -1.428 0.785
H 3.1325 0.5045 -0.9063 -0.123 1.104 -1.337
H 2.0613 0.6838 -2.3934 1.122 0.982 0.882
H 3.0503 2.8533 -0.3244 -1.002 0.139 -1.409
H 2.9827 3.5043 -2.0554 -0.619 -1.380 0.850
H 0.4357 2.0429 -2.0101 0.983 1.184 0.885
H 0.5466 3.8339 -1.5708 0.563 -1.611 0.819
H 0.1277 1.2677 0.3077 0.576 1.385 -0.329
H 1.3581 2.4985 0.9678 -1.211 -0.346 -1.312
H -1.5564 3.3982 -0.0428 1.187 -0.176 1.057
H -0.2363 4.4422 0.7333 -0.636 -1.795 -0.060
H -0.1485 2.3769 2.6136 -1.786 0.898 -0.369
H -1.5254 3.6884 2.8295 0.690 -1.333 -0.802
H -1.9109 0.8039 2.5884 -0.827 1.105 -1.381
H -2.3164 1.3715 0.8273 0.023 0.591 1.527
H -3.6699 1.9124 3.6445 0.041 0.716 -1.736
H -3.6506 3.4236 2.5925 0.110 -1.930 -0.391
H -5.2729 3.5715 0.3841 -0.863 -1.767 0.585
H -7.4751 3.8665 -1.4068 -0.717 -1.916 0.780
H -9.6265 2.9561 -2.2766 0.839 -0.327 0.733
H -10.7256 0.8426 -1.6914 1.896 0.723 0.844
H -10.9032 -0.8574 0.5910 1.845 -0.316 -0.342
H -9.3364 -1.5544 1.2417 -0.630 0.363 -1.570
H -11.1091 -2.4651 -1.0426 1.833 0.621 0.210
H -9.5913 -1.8902 -1.9093 -0.243 -0.534 1.603
H -10.1119 -4.4609 -0.2248 1.115 1.333 -0.297
H -8.7582 -3.5401 0.6045 -0.722 0.020 -1.734
H -7.7119 -3.2418 -1.9530 -1.075 -1.467 0.453
H -7.6236 -4.9533 -1.2200 -0.863 1.353 -0.221
H -8.7908 -5.6534 -2.9879 -0.150 0.959 0.234
H -10.1153 -4.9766 -2.3144 0.889 0.297 -0.340
H -7.3800 -1.1884 1.8810 1.069 1.869 -0.405
H -4.2442 -0.0588 3.9995 -0.987 -1.000 -0.890
H -5.8335 -1.1170 3.8588 1.679 0.553 -0.615
H -3.0298 -1.3211 0.5400 -0.787 -0.135 0.062
H -2.1071 -3.0297 2.3171 -0.575 0.504 0.752
```
Positions in Å, forces in eV/Å.

- charge = +1
- HOMO (eV) = -10.92
- calculated total energy (eV) = -52488.29291
- LUMO energy (eV) = -4.69